Here is a 2-piece molecular cluster, C25H46F3N5O4P overall at a distorted geometry from OMol25. Energies are from ωB97M-V with the def2-TZVPD basis set.

Summary:
* E_LUMO: -3.2 eV
* total charge: +1
* gap between HOMO and LUMO: 8.540 eV

Cartesian coordinates (Å):
P1 -1.04 1.20 -1.61
F1 -5.49 -1.02 -1.83
F2 -6.20 -2.33 -0.32
F3 -5.59 -0.37 0.21
O1 -1.17 7.88 -4.78
O2 -3.35 -2.42 -1.55
O3 0.62 -5.36 3.12
O4 -0.21 4.56 -0.76
N1 0.08 1.83 -2.49
N2 -1.09 -0.54 -1.57
N3 0.51 -1.57 -0.12
N4 -0.38 -3.45 -2.42
N5 -1.66 -1.23 0.56
C1 3.78 1.15 -1.08
C2 2.93 -1.21 -0.31
C3 -0.89 7.61 -2.46
C4 -0.48 4.84 -3.08
C5 0.61 -3.05 -0.18
C6 0.85 -3.58 -1.58
C7 -1.33 -3.89 3.33
C8 4.09 -0.34 -0.85
C9 -1.36 -1.77 1.90
C10 2.59 2.00 1.07
C11 -0.75 -1.13 -0.36
C12 -0.76 -5.23 2.81
C13 -5.31 -1.40 -0.59
C14 2.13 1.74 3.59
C15 0.62 1.50 3.53
C16 1.56 -0.85 -0.85
C17 -2.06 -3.12 2.17
C18 -0.43 5.33 -1.68
C19 -0.95 7.13 -3.86
C20 -3.06 -0.84 0.33
C21 -0.73 5.68 -4.09
C22 2.77 1.10 2.33
C23 3.83 2.04 0.16
C24 -0.65 6.77 -1.45
C25 -3.88 -1.94 -0.36
H1 1.72 -3.16 -2.08
H2 1.05 -4.65 -1.47
H3 -0.90 1.57 -0.25
H4 -0.50 -3.27 3.65
H5 2.22 0.17 2.17
H6 -1.16 -3.65 -1.79
H7 1.55 -1.01 -1.94
H8 2.97 -1.24 0.77
H9 0.15 2.00 2.68
H10 2.85 1.33 -1.62
H11 -0.59 -0.96 -2.35
H12 -3.06 -2.87 2.52
H13 0.18 1.79 4.49
H14 3.91 3.07 -0.20
H15 1.39 0.21 -0.69
H16 1.11 -4.62 2.75
H17 -2.34 1.63 -1.96
H18 4.87 -0.38 -0.09
H19 -3.51 -0.69 1.30
H20 -1.06 8.67 -2.30
H21 -2.05 -4.02 4.12
H22 0.62 1.10 -2.95
H23 2.47 3.01 1.46
H24 -0.61 7.11 -0.42
H25 0.42 0.43 3.41
H26 1.67 1.79 0.53
H27 -4.01 -2.78 0.31
H28 3.83 0.97 2.48
H29 -0.30 -1.77 2.11
H30 -1.26 -6.03 3.33
H31 4.75 1.88 0.73
H32 -0.77 5.34 -5.12
H33 4.52 -0.79 -1.74
H34 2.50 1.14 4.42
H35 1.41 -3.39 0.47
H36 -3.27 -1.71 -2.20
H37 3.15 -2.23 -0.63
H38 -2.16 -3.69 1.26
H39 -0.89 -5.36 1.73
H40 2.39 2.79 3.68
H41 -3.14 0.11 -0.18
H42 -0.31 -3.50 0.19
H43 -0.31 3.78 -3.23
H44 4.56 1.52 -1.75
H45 -0.38 -4.25 -3.04
H46 -1.80 -1.05 2.59

Löwdin atomic charge list, values in e, 2 entries:
1 P 0.739
2 F 0.190

Here is one molecule with the formula C8H19NO2Si at a distorted geometry from OMol25. Energies are from ωB97M-V with the def2-TZVPD basis set.

Summary:
* ΔE to the lowest compared entry with this formula, charge and spin: 5.3266 eV
* E_LUMO: 0.8 eV
* gap between HOMO and LUMO: 9.014 eV

Cartesian coordinates (Å):
Si1 -0.40 0.01 0.13
O1 -0.56 2.52 -1.07
O2 2.64 -0.23 0.13
N1 -1.03 -1.46 -0.56
C1 -0.92 -2.00 -1.95
C2 -0.21 1.14 -1.46
C3 1.54 -0.26 1.11
C4 0.45 3.36 -0.53
C5 3.98 0.01 0.49
C6 -1.71 0.26 1.42
C7 -1.69 -2.50 0.30
C8 -3.05 0.37 1.40
H1 -3.48 0.48 2.34
H2 -1.91 -2.15 -2.42
H3 1.57 -1.17 1.72
H4 4.37 -0.77 1.20
H5 -2.03 -1.96 1.21
H6 0.82 1.19 -1.83
H7 -1.04 0.89 -2.12
H8 1.66 0.49 1.91
H9 -3.70 0.46 0.52
H10 -1.12 -3.35 0.75
H11 -0.42 -1.22 -2.59
H12 0.01 4.39 -0.48
H13 0.84 2.95 0.42
H14 4.34 -0.02 -0.47
H15 1.29 3.34 -1.22
H16 -0.36 -2.89 -1.88
H17 4.04 0.91 1.18
H18 -2.64 -2.85 -0.13
H19 -1.28 0.07 2.48

Löwdin atomic charge list, values in e, 2 entries:
1 Si 0.724
2 O -0.303

Among the records above, which one has the highest E_LUMO?
C8H19NO2Si

Which formula does entry 1 have?
C25H46F3N5O4P

The highest gap between HOMO and LUMO belongs to which entry?
C8H19NO2Si